Entry 1:
C27H66FN12O6P3 | wB97M-V/def2-TZVPD

Last columns: bonded neighbours and bond lengths (Å).
Positions of all 115 atoms, in Å:
1 P 1.2615 -1.5443 -4.3466  O5 1.498, N13 1.741, N19 1.646, N21 1.736
2 P -4.9089 -4.1706 0.6368  O7 1.493, N11 1.687, N17 1.713, N22 1.737
3 P 4.0185 4.7158 2.0899  O6 1.469, N14 1.743, N16 1.737, N18 1.726
4 F -2.1569 -1.0598 2.7317  C49 1.301
5 O 0.8014 -0.2178 -3.8254  P1 1.498
6 O 3.8979 4.8101 0.6293  P3 1.469
7 O -5.1419 -5.2359 1.6572  P2 1.493
8 O -3.1453 -3.3176 4.5161  C25 1.381, C28 1.419
9 O -3.0889 -1.0766 4.7667  C25 1.404, C49 1.399
10 O -5.1087 -2.2235 5.2447  C25 1.266
11 N -5.0054 -4.7128 -0.9581  P2 1.687, C35 1.476, C40 1.481
12 N 0.1781 -1.7243 1.1206  C47 1.162
13 N 0.0139 -2.1549 -5.3965  P1 1.741, C41 1.478, C48 1.430
14 N 3.8070 6.2731 2.8439  P3 1.743, C30 1.500, C32 1.486
15 N 1.0774 2.8346 -1.7636  C31 1.152
16 N 2.8266 3.7328 2.8834  P3 1.737, C43 1.494, C45 1.474
17 N -3.3737 -3.4111 0.6281  P2 1.713, C29 1.444, C46 1.462
18 N 5.5355 4.1021 2.6381  P3 1.726, C33 1.476, C44 1.467
19 N 1.5166 -2.6738 -3.1764  P1 1.646, C27 1.514, C37 1.469
20 N -0.8809 3.0063 1.1086  C34 1.141
21 N 2.6348 -1.5065 -5.4084  P1 1.736, C36 1.516, C42 1.464
22 N -6.0601 -2.8809 0.8073  P2 1.737, C24 1.506, C26 1.490
23 C 0.3836 0.2746 -0.5146  C47 1.430, H61 1.090, H69 1.090, H108 1.090
24 C -7.5399 -3.0838 0.6130  N22 1.506, H58 1.090, H96 1.090, H113 1.090
25 C -3.8848 -2.2229 4.9198  O8 1.381, O9 1.404, O10 1.266
26 C -5.7002 -1.9240 1.8912  N22 1.490, H54 1.090, H77 1.090, H111 1.090
27 C 2.8560 -2.6374 -2.4708  N19 1.514, H57 1.090, H65 1.090, H98 1.090
28 C -1.8492 -2.8727 4.1462  O8 1.419, C49 1.508, H78 1.090, H100 1.090
29 C -2.1701 -4.1788 0.8463  N17 1.444, H56 1.090, H62 1.090, H76 1.090
30 C 4.1585 6.4803 4.2870  N14 1.500, H75 1.090, H80 1.090, H88 1.090
31 C 0.8578 3.9367 -1.5105  N15 1.152, C38 1.475
32 C 3.2810 7.4640 2.1276  N14 1.486, H64 1.090, H74 1.090, H93 1.090
33 C 5.8722 2.6750 2.4735  N18 1.476, H60 1.090, H72 1.090, H107 1.090
34 C -0.7928 3.9700 1.7122  N20 1.141, C39 1.442
35 C -5.2339 -3.7678 -2.0690  N11 1.476, H52 1.090, H86 1.090, H106 1.090
36 C 3.3501 -2.7668 -5.8533  N21 1.516, H70 1.090, H73 1.090, H89 1.090
37 C 0.4805 -3.0422 -2.2031  N19 1.469, H59 1.090, H102 1.090, H110 1.090
38 C 0.6180 5.3362 -1.1118  C31 1.475, H91 1.090, H97 1.090, H115 1.090
39 C -0.6435 5.1570 2.5180  C34 1.442, H50 1.090, H53 1.090, H92 1.090
40 C -4.5394 -6.0501 -1.3905  N11 1.481, H51 1.090, H85 1.090, H87 1.090
41 C 0.1606 -3.3484 -6.2552  N13 1.478, H63 1.090, H84 1.090, H94 1.090
42 C 3.1886 -0.2145 -5.8160  N21 1.464, H71 1.090, H79 1.090, H109 1.090
43 C 2.4071 3.7058 4.3170  N16 1.494, H55 1.090, H68 1.090, H114 1.090
44 C 6.6728 5.0152 2.4825  N18 1.467, H66 1.090, H67 1.090, H105 1.090
45 C 2.2883 2.5617 2.1689  N16 1.474, H82 1.090, H90 1.090, H95 1.090
46 C -3.0490 -2.1881 -0.1047  N17 1.462, H83 1.090, H99 1.090, H112 1.090
47 C 0.2489 -0.8041 0.4148  N12 1.162, C23 1.430
48 C -1.3302 -2.0202 -4.9266  N13 1.430, H81 1.090, H101 1.090, H104 1.090
49 C -1.9719 -1.3789 3.9796  F4 1.301, O9 1.399, C28 1.508, H103 1.090
50 H -1.6353 5.6032 2.5912  C39 1.090
51 H -5.3686 -6.5443 -1.8968  C40 1.090
52 H -5.4879 -2.8025 -1.6310  C35 1.090
53 H 0.1091 5.8069 2.0716  C39 1.090
54 H -5.6831 -2.4508 2.8453  C26 1.090
55 H 1.8142 4.5912 4.5467  C43 1.090
56 H -1.9489 -4.7932 -0.0264  C29 1.090
57 H 3.6809 -2.3056 -3.1013  C27 1.090
58 H -8.1427 -2.1798 0.6992  C24 1.090
59 H 0.8316 -3.5396 -1.2990  C37 1.090
60 H 6.9158 2.4769 2.7181  C33 1.090
61 H 0.6040 1.1390 0.1117  C23 1.090
62 H -2.2314 -4.8139 1.7301  C29 1.090
63 H -0.6592 -3.4083 -6.9711  C41 1.090
64 H 2.9638 7.2613 1.1047  C32 1.090
65 H 3.1190 -3.6255 -2.0931  C27 1.090
66 H 6.8139 5.2256 1.4224  C44 1.090
67 H 6.6016 5.9424 3.0510  C44 1.090
68 H 3.1575 3.5652 5.0950  C43 1.090
69 H 1.1840 -0.0594 -1.1748  C23 1.090
70 H 3.6066 -2.7023 -6.9107  C36 1.090
71 H 4.1726 -0.0870 -5.3649  C42 1.090
72 H 5.5969 2.2083 1.5277  C33 1.090
73 H 2.6048 -3.5550 -5.7471  C36 1.090
74 H 2.4324 7.9531 2.6058  C32 1.090
75 H 4.8289 5.6621 4.5501  C30 1.090
76 H -1.2975 -3.5549 1.0400  C29 1.090
77 H -4.6931 -1.5072 1.8810  C26 1.090
78 H -1.4559 -3.4299 3.2960  C28 1.090
79 H 3.2813 -0.0613 -6.8912  C42 1.090
80 H 4.4609 7.5180 4.4283  C30 1.090
81 H -1.5023 -1.0773 -4.4076  C48 1.090
82 H 2.9530 1.7139 2.3345  C45 1.090
83 H -2.3457 -1.4775 0.3296  C46 1.090
84 H 0.1228 -4.3199 -5.7624  C41 1.090
85 H -3.6946 -5.9472 -2.0715  C40 1.090
86 H -6.1515 -4.0943 -2.5584  C35 1.090
87 H -4.2408 -6.5652 -0.4775  C40 1.090
88 H 3.2008 6.3107 4.7789  C30 1.090
89 H 4.2276 -2.9851 -5.2446  C36 1.090
90 H 1.3192 2.3174 2.6039  C45 1.090
91 H 0.9226 5.5162 -0.0808  C38 1.090
92 H -0.2160 4.7640 3.4405  C39 1.090
93 H 4.0273 8.2543 2.0466  C32 1.090
94 H 1.0395 -3.3511 -6.8998  C41 1.090
95 H 2.2371 2.7881 1.1039  C45 1.090
96 H -7.5909 -3.5269 -0.3816  C24 1.090
97 H 1.3110 5.8684 -1.7634  C38 1.090
98 H 2.8299 -1.9124 -1.6573  C27 1.090
99 H -2.7487 -2.4033 -1.1302  C46 1.090
100 H -1.2257 -3.1091 5.0084  C28 1.090
101 H -1.6021 -2.8207 -4.2386  C48 1.090
102 H 0.0221 -2.1011 -1.8992  C37 1.090
103 H -1.0113 -0.9220 4.2178  C49 1.090
104 H -2.0260 -2.1072 -5.7611  C48 1.090
105 H 7.6058 4.5420 2.7886  C44 1.090
106 H -4.4649 -3.7614 -2.8415  C35 1.090
107 H 5.2689 2.1710 3.2286  C33 1.090
108 H -0.4606 0.2934 -1.2037  C23 1.090
109 H 2.5339 0.6093 -5.5315  C42 1.090
110 H -0.2463 -3.7646 -2.5746  C37 1.090
111 H -6.4005 -1.0909 1.9524  C26 1.090
112 H -3.9875 -1.6523 -0.2467  C46 1.090
113 H -7.9901 -3.8482 1.2463  C24 1.090
114 H 1.7185 2.9054 4.5873  C43 1.090
115 H -0.4285 5.6114 -1.2431  C38 1.090

Strongest force on any atom: 6.2 eV Å⁻¹
Orbital gap: 0.2954 Ha
Highest occupied orbital energy: -7.8 eV
E_LUMO: 0.27 eV
SMILES string: CN(C)P(=O)(N(C)C)N(C)C.CN(C)P(=O)(N(C)C)N(C)C.CN(C)P(=O)(N(C)C)N(C)C.O=C1OC[C@@H](F)O1.CC#N.CC#N.CC#N

Entry 2:
C23H35N3O4 | wB97M-V/def2-TZVPD

Last columns: bonded neighbours and bond lengths (Å).
Positions of all 65 atoms, in Å:
1 O -0.6708 -5.8119 1.6055  C20 1.220
2 O 2.3220 -3.5507 -1.3959  C9 1.225
3 O -0.4864 1.4872 2.9406  C8 1.229
4 O 0.5616 2.0828 0.9770  C8 1.368, C16 1.444
5 N 4.0147 3.7133 0.9735  C19 1.464, C22 1.463, H61 1.020
6 N 1.0348 -3.9203 -3.1531  C9 1.337, C30 1.462, H43 1.009
7 N 0.0180 -4.2393 0.2054  C20 1.332, C27 1.472, H54 1.010
8 C -0.5304 1.8572 1.7693  O3 1.229, O4 1.368, C11 1.482
9 C 1.1898 -3.6272 -1.8577  O2 1.225, N6 1.337, C27 1.542
10 C 0.1223 -0.8980 -1.6956  C29 1.542, H31 1.090, H48 1.090, H59 1.091
11 C -1.8715 2.0541 1.1711  C8 1.482, C17 1.411, C18 1.408
12 C 2.9172 1.6381 0.5243  C16 1.540, C19 1.535, H47 1.094, H62 1.094
13 C 2.2254 3.1645 2.4415  C16 1.546, C22 1.535, H33 1.093, H64 1.094
14 C 2.0463 4.7950 0.3927  C15 1.532, C22 1.527, H35 1.094, H56 1.094
15 C 2.4683 3.8691 -0.7529  C14 1.532, C19 1.527, H46 1.094, H60 1.094
16 C 1.8532 1.9217 1.6014  O4 1.444, C12 1.540, C13 1.546, H42 1.097
17 C -3.0398 1.6613 1.8580  C11 1.411, C21 1.399, H32 1.088
18 C -2.0158 2.6311 -0.1051  C11 1.408, C24 1.400, H38 1.087
19 C 3.4777 2.9103 -0.1264  N5 1.464, C12 1.535, C15 1.527, H49 1.096
20 C -0.8775 -5.1397 0.6089  O1 1.220, N7 1.332, C26 1.515
21 C -4.3049 1.8330 1.2869  C17 1.399, C23 1.397, H58 1.086
22 C 2.8320 4.2997 1.6050  N5 1.463, C13 1.535, C14 1.527, H53 1.096
23 C -4.4279 2.4083 0.0202  C21 1.397, C24 1.398, H44 1.086
24 C -3.2828 2.8096 -0.6735  C18 1.400, C23 1.398, H50 1.086
25 C -1.4705 -1.7127 1.6752  C28 1.534, H39 1.090, H41 1.087, H65 1.090
26 C -2.1606 -5.3424 -0.1714  C20 1.515, H34 1.088, H37 1.087, H45 1.089
27 C -0.0334 -3.3451 -0.9627  N7 1.472, C9 1.542, C29 1.553, H36 1.086
28 C -1.4412 -1.4999 0.1562  C25 1.534, C29 1.549, H52 1.090, H63 1.089
29 C -0.0899 -1.8608 -0.5103  C10 1.542, C27 1.553, C28 1.549, H40 1.092
30 C -0.2149 -4.0586 -3.8999  N6 1.462, H51 1.092, H55 1.091, H57 1.092
31 H -0.6436 -1.0566 -2.4548  C10 1.090
32 H -2.9651 1.2134 2.8465  C17 1.088
33 H 1.3474 3.5339 2.9782  C13 1.093
34 H -1.9222 -5.7149 -1.1651  C26 1.088
35 H 2.3188 5.8293 0.1609  C14 1.094
36 H -0.9335 -3.5407 -1.5376  C27 1.086
37 H -2.7024 -4.4020 -0.2320  C26 1.087
38 H -1.1371 2.9482 -0.6608  C18 1.087
39 H -2.4075 -1.3252 2.0749  C25 1.090
40 H 0.7183 -1.6739 0.1998  C29 1.092
41 H -1.4066 -2.7699 1.9212  C25 1.087
42 H 1.8303 1.0475 2.2633  C16 1.097
43 H 1.8994 -4.0802 -3.6483  N6 1.009
44 H -5.4105 2.5463 -0.4221  C23 1.086
45 H -2.7730 -6.0747 0.3536  C26 1.089
46 H 2.9375 4.4479 -1.5544  C15 1.094
47 H 2.4950 0.9835 -0.2435  C12 1.094
48 H 1.1103 -1.0396 -2.1339  C10 1.090
49 H 4.2503 2.6337 -0.8528  C19 1.096
50 H -3.3758 3.2615 -1.6568  C24 1.086
51 H -0.8358 -4.8357 -3.4500  C30 1.092
52 H -2.2511 -2.0632 -0.3068  C28 1.090
53 H 3.0867 5.1358 2.2662  C22 1.096
54 H 0.8601 -4.2017 0.7622  N7 1.010
55 H 0.0020 -4.3420 -4.9311  C30 1.091
56 H 0.9681 4.7540 0.5746  C14 1.094
57 H -0.7573 -3.1114 -3.9042  C30 1.092
58 H -5.1909 1.5228 1.8336  C21 1.086
59 H 0.0728 0.1347 -1.3463  C10 1.091
60 H 1.6145 3.3281 -1.1719  C15 1.094
61 H 4.6233 4.4473 0.6125  N5 1.020
62 H 3.7484 1.1018 0.9921  C12 1.094
63 H -1.6568 -0.4460 -0.0115  C28 1.089
64 H 2.9612 2.8629 3.1930  C13 1.094
65 H -0.6402 -1.1845 2.1431  C25 1.090

Strongest force on any atom: 2.2 eV Å⁻¹
Orbital gap: 0.3398 Ha
Highest occupied orbital energy: -9.0 eV
E_LUMO: 0.28 eV
SMILES string: O=C(O[C@H]1C[C@H]2CC[C@@H](C1)N2)c1ccccc1.CC[C@H](C)[C@H](NC(C)=O)C(=O)NC

Entry 3:
H66O33 | wB97M-V/def2-TZVPD

Last columns: bonded neighbours and bond lengths (Å).
Positions of all 99 atoms, in Å:
1 O 6.5262 10.6602 11.3378  H37 0.957, H40 0.957
2 O 12.7020 11.0645 15.3176  H44 0.957, H57 0.957
3 O 11.4494 10.2882 7.0895  H84 0.957, H91 0.957
4 O 17.1445 10.0238 10.7287  H67 0.957, H69 0.957
5 O 13.8736 11.4827 7.0997  H63 0.957, H74 0.957
6 O 10.9795 7.3549 7.4985  H49 0.957, H92 0.957
7 O 11.5753 11.0041 9.9712  H87 0.957, H98 0.957
8 O 11.6800 15.0643 13.2313  H46 0.957, H75 0.957
9 O 8.5296 7.4630 6.0784  H60 0.957, H78 0.957
10 O 7.1855 12.3665 6.2197  H68 0.957, H73 0.957
11 O 9.4716 7.5449 14.0155  H43 0.957, H45 0.957
12 O 8.8103 14.9815 8.8545  H76 0.957, H80 0.957
13 O 11.7284 16.4308 11.0106  H64 0.957, H65 0.957
14 O 12.1605 14.7511 6.2364  H59 0.957, H82 0.957
15 O 6.3748 7.5168 9.2114  H58 0.957, H89 0.957
16 O 14.7800 11.1066 10.9424  H54 0.957, H62 0.957
17 O 9.5134 11.0938 14.2109  H50 0.957, H51 0.957
18 O 5.8609 10.1440 8.2700  H47 0.957, H72 0.957
19 O 13.1217 10.0406 12.7832  H83 0.957, H90 0.957
20 O 17.1972 12.9102 11.1676  H61 0.957, H71 0.957
21 O 8.6139 7.1614 11.3008  H66 0.957, H86 0.957
22 O 10.9936 12.5572 12.5656  H39 0.957, H79 0.957
23 O 13.0800 7.1517 9.1912  H48 0.957, H70 0.957
24 O 14.9911 9.2437 8.5267  H88 0.957, H96 0.957
25 O 13.2125 13.5303 11.2726  H36 0.957, H95 0.957
26 O 9.2899 9.9547 11.2838  H34 0.957, H42 0.957
27 O 11.7472 8.3979 11.1908  H55 0.957, H97 0.957
28 O 15.8001 14.0784 9.0905  H35 0.957, H41 0.957
29 O 13.4823 15.7055 8.9988  H81 0.957, H94 0.957
30 O 11.7686 13.5233 8.7298  H85 0.957, H93 0.957
31 O 8.6930 6.1432 8.7942  H38 0.957, H56 0.957
32 O 9.8673 12.4186 6.7444  H53 0.957, H99 0.957
33 O 8.8798 12.6329 10.3549  H52 0.957, H77 0.957
34 H 9.3325 9.0571 10.9540  O26 0.957
35 H 14.9570 14.5304 9.1234  O28 0.957
36 H 13.8162 13.8745 11.9308  O25 0.957
37 H 7.3626 10.2332 11.5232  O1 0.957
38 H 8.1696 5.7750 8.0824  O31 0.957
39 H 11.1134 13.2996 13.1578  O22 0.957
40 H 6.2352 10.9962 12.1856  O1 0.957
41 H 16.4413 14.7760 8.9549  O28 0.957
42 H 9.7062 9.9140 12.1447  O26 0.957
43 H 9.0897 7.6606 13.1455  O11 0.957
44 H 13.6561 11.0221 15.3825  O2 0.957
45 H 9.6156 6.6016 14.0909  O11 0.957
46 H 11.4657 15.2753 12.3226  O8 0.957
47 H 6.3866 10.6669 8.8753  O18 0.957
48 H 13.4956 6.2990 9.3189  O23 0.957
49 H 10.9402 8.2558 7.1775  O6 0.957
50 H 9.0731 11.8683 14.5607  O17 0.957
51 H 9.2549 10.3844 14.7993  O17 0.957
52 H 9.6807 12.6855 10.8766  O33 0.957
53 H 10.4821 12.8264 7.3543  O32 0.957
54 H 14.2740 11.8870 10.7162  O16 0.957
55 H 11.7970 7.5464 11.6252  O27 0.957
56 H 9.5978 6.0652 8.4919  O31 0.957
57 H 12.4618 11.8435 15.8193  O2 0.957
58 H 7.3116 7.3204 9.2205  O15 0.957
59 H 11.2314 14.9322 6.0941  O14 0.957
60 H 8.9343 7.7853 5.2731  O9 0.957
61 H 16.4630 12.4080 11.5213  O20 0.957
62 H 14.3292 10.7404 11.7032  O16 0.957
63 H 14.2319 12.2380 7.5660  O5 0.957
64 H 10.8333 16.5365 10.6885  O13 0.957
65 H 12.0557 17.3250 11.1078  O13 0.957
66 H 7.7674 6.8239 11.5937  O21 0.957
67 H 16.2401 10.1749 11.0035  O4 0.957
68 H 8.0804 12.5412 6.5111  O10 0.957
69 H 17.5827 10.8623 10.8742  O4 0.957
70 H 13.8080 7.7519 9.0301  O23 0.957
71 H 16.8833 13.2311 10.3222  O20 0.957
72 H 6.0676 9.2368 8.4947  O18 0.957
73 H 6.6399 12.5879 6.9744  O10 0.957
74 H 14.0628 11.6580 6.1778  O5 0.957
75 H 12.3354 15.7158 13.4808  O8 0.957
76 H 9.2163 15.3278 9.6491  O12 0.957
77 H 8.7634 11.6977 10.1876  O33 0.957
78 H 9.2672 7.2715 6.6577  O9 0.957
79 H 10.4486 11.9431 13.0576  O22 0.957
80 H 8.5500 14.0902 9.0868  O12 0.957
81 H 13.1299 16.3289 8.3636  O29 0.957
82 H 12.2086 14.4402 7.1404  O14 0.957
83 H 12.6783 10.3704 13.5648  O19 0.957
84 H 12.0890 10.7401 6.5391  O3 0.957
85 H 11.8485 12.7232 9.2491  O30 0.957
86 H 8.7990 6.6787 10.4952  O21 0.957
87 H 10.6835 10.6566 9.9869  O7 0.957
88 H 14.8736 9.6800 9.3705  O24 0.957
89 H 6.0564 7.2067 10.0592  O15 0.957
90 H 12.4859 9.4513 12.3773  O19 0.957
91 H 11.8028 10.3599 7.9762  O3 0.957
92 H 11.6890 7.3598 8.1410  O6 0.957
93 H 12.3748 14.1386 9.1422  O30 0.957
94 H 13.0518 15.9332 9.8228  O29 0.957
95 H 12.4080 13.3464 11.7576  O25 0.957
96 H 14.8406 9.9312 7.8780  O24 0.957
97 H 11.9480 8.2115 10.2736  O27 0.957
98 H 11.6564 11.4942 10.7894  O7 0.957
99 H 10.1397 11.5018 6.7062  O32 0.957

Strongest force on any atom: 1.4 eV Å⁻¹
Orbital gap: 0.3036 Ha
Highest occupied orbital energy: -9.2 eV
E_LUMO: -0.89 eV